The following is a DFT calculation (ωB97M-V/def2-TZVPD) of a cluster of 4 separate species, C30H49ClF3N3O10PS2 in total.

Positions of all 99 atoms, in Å:
C: 5.9472 0.0439 -0.6958
C: 5.1449 -0.7229 0.3788
P: 3.3649 -0.8280 -0.0539
C: 2.6195 -1.9869 1.1589
C: 1.1078 -1.7543 1.2736
C: 2.6450 0.8381 0.3892
C: 3.6567 1.9710 0.4065
N: 3.0303 3.1246 1.1170
C: 4.0612 4.1857 1.4259
C: 3.4814 5.3234 2.2614
C: 4.5794 6.0874 3.0284
S: 4.8916 7.7229 2.2904
C: 1.8796 3.6783 0.3587
C: 0.9042 2.6293 -0.1966
Cl: -0.4942 2.4920 0.9342
C: 1.4542 1.2286 -0.5007
C: 1.7078 1.1067 -2.0093
C: 0.4381 1.1237 -2.8602
C: -0.5375 0.0271 -2.4572
C: -1.5939 -0.3038 -3.5210
C: -3.0287 -0.4286 -2.9844
C: -3.1673 -1.0786 -1.6084
C: -2.3030 -2.3261 -1.4106
S: -3.2495 -3.6119 -0.5635
C: -1.9734 -4.7944 -0.4509
N: -0.6988 -4.4991 -0.3630
N: -0.0290 -5.7269 -0.3202
C: -0.9647 -6.6362 -0.3711
O: -2.2088 -6.1219 -0.4611
H: 6.2921 1.0066 -0.3371
H: 6.7928 -0.5483 -1.0212
H: 5.3350 0.1982 -1.5833
H: 5.4808 -1.7531 0.4235
H: 5.3324 -0.2807 1.3580
H: 2.7887 -2.9889 0.7832
H: 3.0617 -1.8858 2.1491
H: 0.6751 -2.5369 1.8852
H: 0.8900 -0.7893 1.7198
H: 0.6474 -1.8280 0.2932
H: 2.2665 0.7597 1.4157
H: 4.5466 1.6789 0.9482
H: 3.9045 2.2901 -0.6000
H: 2.6788 2.8031 2.0194
H: 4.4001 4.5515 0.4619
H: 4.8731 3.6858 1.9394
H: 2.9527 6.0003 1.6008
H: 2.7538 4.9129 2.9625
H: 4.2469 6.2361 4.0453
H: 5.5026 5.5204 3.0391
H: 4.5845 8.4696 3.3517
H: 1.3303 4.3001 1.0555
H: 2.2408 4.3472 -0.4157
H: 0.5120 3.0483 -1.1123
H: 0.6607 0.5341 -0.2540
H: 2.3937 1.8954 -2.3348
H: 2.2141 0.1712 -2.2150
H: 0.7516 0.9520 -3.8887
H: -0.0522 2.0979 -2.8695
H: -0.9940 0.2895 -1.5056
H: 0.0517 -0.8717 -2.2683
H: -1.6003 0.4971 -4.2554
H: -1.3122 -1.2263 -4.0170
H: -3.6485 -0.9668 -3.6961
H: -3.4572 0.5685 -2.9020
H: -4.2087 -1.3181 -1.4153
H: -2.8933 -0.3465 -0.8545
H: -1.8829 -2.7197 -2.3303
H: -1.4649 -2.0942 -0.7671
H: -0.7443 -7.6842 -0.3733
C: -0.6734 -10.7945 0.1353
C: -1.9134 -10.3318 -0.6015
O: -2.5678 -11.5460 -0.8854
C: -2.2080 -12.4522 0.0769
O: -2.7536 -13.4768 0.2780
O: -1.1363 -11.9856 0.7707
F: -1.6063 -9.7004 -1.7661
H: 0.1287 -11.0382 -0.5630
H: -0.3112 -10.0824 0.8732
H: -2.5759 -9.6905 -0.0157
C: -6.3419 0.4409 2.3649
C: -5.2377 1.4206 2.0310
O: -4.8897 1.0471 0.7111
C: -5.9948 0.4816 0.1332
O: -6.1148 0.2851 -1.0261
O: -6.9179 0.1973 1.0769
F: -4.1522 1.2759 2.8339
H: -5.9349 -0.4887 2.7647
H: -7.0859 0.8388 3.0486
H: -5.5424 2.4683 2.0389
C: -1.8521 6.0377 0.6942
C: -3.2001 5.9201 0.0159
O: -3.4643 7.2560 -0.3593
C: -2.2688 7.8947 -0.5291
O: -2.1200 8.9318 -1.0674
O: -1.2651 7.1434 0.0068
F: -4.1622 5.4870 0.8657
H: -1.9665 6.2807 1.7520
H: -1.2312 5.1527 0.5857
H: -3.2078 5.2884 -0.8744

LUMO	-0.1007	Eh
net charge	+1
Kohn-Sham gap	8.1	eV
HOMO	-10.840	eV